Entry 1:
Computed, not measured: a 2-piece molecular cluster, CH6NS overall, with ωB97M-V/def2-TZVPD.

The total charge is -1. The energy above the lowest of the compared OMol25 structures with the same formula, charge and spin is 2.5 kcal/mol. The calculation puts the LUMO energy at 4.48 eV. The HOMO energy is -2.245 eV.

Each line ends with the Mulliken charge.
CARTESIAN COORDINATES (ANGSTROEM)
N (2.342, -0.363, 0.517)  -0.76
H (2.292, 0.390, 1.195)  0.25
H (2.416, 0.078, -0.390)  0.23
H (1.385, -0.718, 0.592)  0.21
C (-1.012, 0.089, -1.324)  -0.76
S (-0.983, 0.105, 0.512)  -0.76
H (-0.201, 0.697, -1.722)  0.17
H (-1.975, 0.473, -1.665)  0.23
H (-0.969, -0.926, -1.730)  0.19

---

Entry 2:
Computed, not measured: a 6-piece molecular cluster, C5H21Br4N3O3 overall in a non-equilibrium geometry, with ωB97M-V/def2-TZVPD.

The total charge is +2. The energy above the lowest of the compared OMol25 structures with the same formula, charge and spin is 37.7 kcal/mol. The calculation puts the LUMO energy at -6.90 eV. The HOMO energy is -13.282 eV.

Each line ends with the Mulliken charge.
CARTESIAN COORDINATES (ANGSTROEM)
N (-3.854, -2.072, 0.321)  -0.37
H (-2.861, -2.252, 0.350)  0.30
H (-4.014, -1.084, 0.452)  0.28
H (-4.499, -2.417, 1.018)  0.40
H (-4.178, -2.408, -0.575)  0.37
N (0.451, -3.407, -2.037)  -0.28
H (0.041, -4.152, -2.583)  0.39
H (-0.203, -2.822, -1.537)  0.22
H (0.968, -2.877, -2.724)  0.36
H (1.127, -3.663, -1.332)  0.36
N (-4.108, 1.444, -1.431)  -0.35
H (-3.176, 1.239, -1.102)  0.32
H (-4.611, 1.978, -0.737)  0.41
H (-4.459, 0.499, -1.495)  0.31
H (-4.150, 1.731, -2.399)  0.39
O (0.261, -0.365, -1.037)  -0.31
C (-1.006, -0.600, -0.793)  0.91
O (-1.801, 0.271, -0.528)  -0.83
O (-1.382, -1.807, -0.780)  -1.09
H (0.211, 0.568, -0.814)  0.20
Br (3.125, 3.823, 1.830)  -0.11
C (1.412, 2.757, 1.613)  -0.50
C (0.364, 3.196, 2.626)  -0.56
Br (-0.155, 5.135, 2.374)  -0.12
H (1.568, 1.678, 1.620)  0.26
H (1.093, 3.094, 0.626)  0.34
H (0.584, 3.155, 3.693)  0.41
H (-0.437, 2.520, 2.326)  0.28
Br (5.101, 0.910, 2.138)  -0.13
C (4.845, -0.065, 0.402)  -0.69
C (3.523, -0.736, 0.334)  -0.16
Br (3.458, -1.941, -1.261)  -0.23
H (5.694, -0.742, 0.307)  0.43
H (4.878, 0.610, -0.454)  0.40
H (2.703, -0.021, 0.260)  -0.03
H (3.486, -1.180, 1.328)  0.43

---

Entry 3:
Computed, not measured: C32H28N2O3PPd as an isolated structure, with ωB97M-V/def2-TZVPD.

The total charge is +1. The energy above the lowest of the compared OMol25 structures with the same formula, charge and spin is 0.0 kcal/mol. The calculation puts the LUMO energy at -3.05 eV. The HOMO energy is -11.647 eV.

Each line ends with the Mulliken charge.
CARTESIAN COORDINATES (ANGSTROEM)
Pd (-0.328, -0.296, -1.360)  0.10
N (1.143, 2.273, -1.954)  -0.04
P (0.106, 1.764, -0.715)  1.22
C (-1.266, 2.899, -0.625)  0.59
C (-1.161, 4.088, 0.101)  -0.39
C (-2.220, 4.980, 0.110)  -0.76
C (-3.381, 4.686, -0.594)  -0.47
C (-3.491, 3.501, -1.307)  -0.80
C (-2.435, 2.603, -1.325)  -0.59
C (1.013, 1.898, 0.828)  0.74
C (0.310, 1.723, 2.021)  -0.39
C (0.984, 1.747, 3.230)  -0.77
C (2.359, 1.947, 3.252)  -0.53
C (3.060, 2.116, 2.067)  -0.57
C (2.392, 2.083, 0.852)  -0.79
C (1.633, 1.339, -2.845)  0.50
C (2.575, 1.648, -3.825)  -0.93
C (3.016, 0.636, -4.648)  -0.29
C (2.531, -0.659, -4.485)  -0.91
C (1.602, -0.888, -3.501)  -0.23
N (1.151, 0.099, -2.708)  0.00
H (1.421, 3.236, -2.071)  0.26
H (-0.263, 4.311, 0.663)  0.40
H (-2.143, 5.902, 0.670)  0.43
H (-4.209, 5.382, -0.580)  0.40
H (-4.400, 3.270, -1.845)  0.42
H (-2.524, 1.667, -1.863)  0.37
H (-0.763, 1.566, 2.003)  0.50
H (0.440, 1.605, 4.153)  0.42
H (2.883, 1.969, 4.198)  0.43
H (4.130, 2.278, 2.086)  0.46
H (2.945, 2.197, -0.072)  0.40
H (2.944, 2.660, -3.920)  0.42
H (3.746, 0.852, -5.418)  0.44
H (2.866, -1.473, -5.110)  0.45
H (1.180, -1.866, -3.312)  0.54
C (4.472, -1.376, 0.629)  -1.61
C (2.966, -1.330, 0.583)  0.55
O (2.396, -1.022, -0.448)  -0.29
C (2.198, -1.650, 1.819)  0.52
C (0.824, -1.858, 1.738)  -0.09
C (0.086, -2.144, 2.874)  -0.45
C (0.716, -2.215, 4.110)  -0.57
C (2.086, -2.009, 4.203)  -0.79
C (2.824, -1.738, 3.062)  -0.39
H (4.861, -1.260, -0.379)  0.37
H (4.829, -2.309, 1.063)  0.45
H (4.845, -0.559, 1.251)  0.32
H (0.321, -1.807, 0.781)  0.39
H (-0.979, -2.316, 2.793)  0.49
H (0.141, -2.442, 4.999)  0.43
H (2.583, -2.070, 5.162)  0.42
H (3.891, -1.584, 3.149)  0.40
O (-2.009, -0.749, -0.343)  -0.65
C (-2.156, -1.859, -0.978)  1.49
O (-1.227, -2.207, -1.765)  -0.91
C (-3.367, -2.673, -0.788)  0.20
C (-4.359, -2.252, 0.094)  -0.34
C (-5.494, -3.026, 0.264)  -0.66
C (-5.635, -4.214, -0.442)  -0.42
C (-4.644, -4.633, -1.321)  -0.61
C (-3.507, -3.863, -1.496)  -0.32
H (-4.232, -1.324, 0.635)  0.40
H (-6.270, -2.706, 0.947)  0.41
H (-6.523, -4.817, -0.307)  0.40
H (-4.760, -5.559, -1.868)  0.41
H (-2.724, -4.171, -2.174)  0.41

---

Entry 4:
Computed, not measured: a single H4N2O2S molecule in a non-equilibrium geometry, with ωB97M-V/def2-TZVPD.

The total charge is 0. The structure (SMILES) is NS(N)(=O)=O. The energy above the lowest of the compared OMol25 structures with the same formula, charge and spin is 0.6 kcal/mol. The calculation puts the LUMO energy at 0.66 eV. The HOMO energy is -10.688 eV.

Each line ends with the Mulliken charge.
CARTESIAN COORDINATES (ANGSTROEM)
H (0.089, -2.075, -0.456)  0.28
H (0.650, -0.933, -1.553)  0.27
H (-1.526, 1.122, -0.083)  0.27
H (-0.240, 2.107, 0.344)  0.28
N (0.008, -1.119, -0.785)  -0.48
N (-0.521, 1.258, -0.158)  -0.50
O (1.665, 0.367, 0.606)  -0.58
O (-0.411, -0.659, 1.611)  -0.59
S (0.285, -0.068, 0.474)  1.06

---

Ordered orbital gap results: 0.2472, 0.2344, 0.3160, 0.4171; unit hartree.